13
Properties=species:S:1:pos:R:3:lowdin_charge:R:1 method="wB97M-V/def2-TZVPD" multiplicity=1 e_above_lowest_kj_mol=696.47 e_homo_ev=-9.26 energy_ha=-303.37080 charge=0 fmax_ha_per_bohr=0.153
C -2.533 1.069 0.161 0.05
C -1.857 -0.002 0.068 -0.12
C -0.862 -1.058 -0.452 -0.16
N 0.445 -1.236 -0.254 -0.03
N 0.668 -0.652 0.880 -0.06
C 1.458 0.422 0.658 -0.24
C 1.932 0.956 -0.690 -0.13
H -2.937 2.175 -0.169 0.10
H -1.375 -1.319 -1.387 0.09
H 1.710 0.938 1.665 0.12
H 2.691 -0.020 -1.003 0.14
H 2.519 1.997 -0.711 0.09
H 0.771 1.126 -1.251 0.14

---

29
Properties=species:S:1:pos:R:3:lowdin_charge:R:1 method="wB97M-V/def2-TZVPD" multiplicity=1 e_above_lowest_kj_mol=231.93 e_homo_ev="-11.21 / -11.13" energy_ha=-554.59361 charge=+1 fmax_ha_per_bohr=0.028
C -3.105 -2.130 -0.225 -0.04
C -3.750 -0.987 0.150 0.01
C -1.726 -2.131 -0.416 0.09
C -2.991 0.244 0.382 -0.11
C -0.924 -0.977 -0.245 -0.17
C -1.533 0.206 0.195 -0.09
C -0.648 2.260 -0.866 -0.06
C 4.575 -1.073 0.370 -0.08
C -0.795 1.465 0.447 -0.19
C 2.487 -0.098 -0.480 -0.20
N 0.420 -1.100 -0.416 0.01
N 1.229 -0.023 -0.702 0.00
N 3.163 -1.114 0.081 -0.04
H -3.654 -3.045 -0.389 0.12
H -4.818 -0.962 0.294 0.13
H -1.243 -3.053 -0.705 0.13
H -3.392 1.040 -0.265 0.18
H 2.635 -1.852 0.524 0.13
H -0.056 1.696 -1.581 0.06
H -1.623 2.473 -1.297 0.08
H -0.144 3.199 -0.664 0.08
H 5.130 -0.783 -0.523 0.09
H 4.801 -0.364 1.173 0.09
H 4.905 -2.062 0.680 0.09
H 0.206 1.260 0.822 0.11
H 3.068 0.755 -0.803 0.14
H 0.751 -2.016 -0.711 0.15
H -1.337 2.081 1.168 0.12
H -3.226 0.631 1.384 0.17